Density functional theory data (the ωB97M-V functional and the def2-TZVPD basis) for an isolated ion of composition C10H20O2P and charge -1.

Structure (XYZ):
```
33
C10H20O2P | OMol25 | the ωB97M-V functional and the def2-TZVPD basis
C -1.036 0.103 0.687
C -0.455 -0.615 1.693
C -1.155 -1.654 2.560
C 2.011 -1.651 1.779
C 0.241 -0.542 -1.978
C 0.292 1.946 -2.466
C -1.867 0.906 -2.025
C 0.961 -0.533 2.192
C -0.232 0.967 -0.133
C -0.387 0.830 -1.686
O -1.013 2.556 2.017
O 0.709 3.397 0.372
P -0.861 2.689 0.538
H -2.065 0.069 0.558
H -0.711 -2.694 2.429
H -2.160 -1.736 2.210
H -1.142 -1.587 3.582
H 1.755 -1.873 0.794
H 2.995 -1.260 1.973
H 1.998 -2.518 2.317
H -0.415 -1.293 -1.928
H 0.692 -0.752 -2.993
H 1.114 -0.728 -1.268
H 0.071 2.741 -1.790
H 1.421 1.670 -2.463
H -0.069 1.993 -3.409
H -2.294 2.019 -1.913
H -2.604 0.160 -1.492
H -1.902 0.688 -3.212
H 1.082 -0.698 3.222
H 1.340 0.346 1.926
H 0.876 1.004 0.214
H 0.635 4.063 1.100
```

Output
- relative energy (zero: lowest compared OMol25 entry of this formula, charge and spin) (kcal/mol) = 53.9
- SMILES = CC/C(C)=C\[C@H](P([O-])O)C(C)(C)C
- M (g mol⁻¹) = 203.24
- frontier orbital gap (eV) = 5.98
- total charge = -1
- highest occupied orbital energy (eV) = -2.56